[1]
# C21H28N5SeSn

C21H28N5SeSn as an isolated structure (the ωB97M-V functional and the def2-TZVPD basis, the OMol25 dataset).

Computed properties:
total energy = -3705.54046 Ha
gap between HOMO and LUMO = 4.955 eV
LUMO = -11.78 eV
net charge = +3

```
56
Properties=species:S:1:pos:R:3:mulliken_charge:R:1
Sn 0.8459 -0.3257 0.3995 0.69
C 0.9682 2.7705 0.9175 -1.20
N -0.0626 1.7363 1.1852 0.50
C -1.2950 2.0767 0.4096 -0.85
C -0.3467 1.5284 2.5879 0.61
C -0.1785 2.5173 3.5344 -0.43
C -0.4274 2.2342 4.8762 -0.78
C -0.7728 0.9508 5.2825 -0.85
C -0.9667 -0.0394 4.3414 -1.16
C -0.8327 0.2578 2.9743 0.55
N -1.0455 -0.6283 1.9276 0.26
C -1.7438 -1.7259 1.9509 0.38
C -2.5897 -2.1918 3.0309 -0.90
C -2.8509 -3.5118 3.1381 -0.92
C -2.3124 -4.4137 2.1710 -0.46
C -1.6487 -3.9964 1.0335 -0.69
C -1.4912 -2.6320 0.8063 0.88
N -1.0808 -2.0924 -0.3842 0.33
C -2.1008 -1.2032 -1.0266 -0.88
C -0.4837 -3.0151 -1.3727 -1.18
H 0.5545 3.7721 1.0385 0.51
H 1.2952 2.6597 -0.1139 0.11
H 1.8137 2.6408 1.5915 0.49
H -1.5896 3.1043 0.6306 0.41
H -2.1068 1.4120 0.6938 0.31
H -1.0893 1.9912 -0.6559 0.26
H 0.1480 3.5084 3.2531 0.49
H -0.3155 3.0202 5.6117 0.45
H -0.8624 0.7205 6.3352 0.45
H -1.1288 -1.0579 4.6628 0.76
H -3.0209 -1.4703 3.7115 0.84
H -3.4808 -3.8961 3.9286 0.48
H -2.5205 -5.4720 2.2823 0.46
H -1.3778 -4.7238 0.2821 0.50
H -2.8604 -1.8295 -1.4983 0.43
H -1.6197 -0.5991 -1.7918 0.32
H -2.5778 -0.5693 -0.2855 0.23
H -1.2501 -3.6448 -1.8297 0.42
H 0.2745 -3.6352 -0.8991 0.49
H -0.0202 -2.4114 -2.1505 0.22
C 2.3301 -1.2795 -4.5111 -0.80
N 2.6609 0.1304 -4.3096 0.10
C 3.5780 0.8321 -5.0526 -0.38
C 3.5956 2.0991 -4.5764 -0.34
N 2.6875 2.1598 -3.5470 0.08
C 2.3895 3.3599 -2.7725 -0.84
C 2.1211 0.9522 -3.3972 -0.05
Se 0.7489 0.4867 -2.1954 -0.20
H 2.8504 -1.6231 -5.3995 0.31
H 1.2581 -1.3841 -4.6607 0.35
H 2.6564 -1.8624 -3.6526 0.30
H 4.1330 0.3742 -5.8531 0.46
H 4.1692 2.9570 -4.8822 0.47
H 2.9384 4.1888 -3.2083 0.33
H 2.7104 3.2222 -1.7424 0.34
H 1.3231 3.5705 -2.8197 0.35
```

[2]
# C11H7Cl36O2P

A 10-piece molecular cluster, C11H7Cl36O2P overall (the ωB97M-V functional and the def2-TZVPD basis, the OMol25 dataset).

Computed properties:
total energy = -17481.98106 Ha
gap between HOMO and LUMO = 8.510 eV
LUMO = -0.09 eV

```
57
Properties=species:S:1:pos:R:3:mulliken_charge:R:1
Cl 1.3268 3.4941 5.7019 -0.13
C 1.0709 4.6939 4.4272 0.28
Cl 1.6990 4.0690 2.9004 -0.02
Cl -0.6601 5.0021 4.2584 -0.08
Cl 1.9043 6.1877 4.8434 -0.07
Cl 1.0246 2.0274 -2.4227 -0.10
C 1.8106 3.2107 -1.3607 0.30
Cl 0.5915 3.9853 -0.3597 -0.05
Cl 2.9801 2.3835 -0.3255 -0.09
Cl 2.6346 4.4133 -2.3461 -0.09
Cl -4.2783 4.1712 1.5259 -0.10
C -4.5091 3.3202 -0.0056 0.33
Cl -5.7109 4.1931 -0.9745 -0.13
Cl -2.9824 3.2775 -0.8888 -0.05
Cl -5.0441 1.6777 0.3139 -0.10
Cl 1.7033 -4.6204 -1.4879 -0.03
C 1.6061 -3.2642 -2.6094 0.19
Cl 2.3447 -3.7105 -4.1478 0.01
Cl -0.0827 -2.8406 -2.8793 -0.07
Cl 2.4695 -1.8753 -1.9313 -0.11
Cl 5.3689 -5.3946 -4.3889 -0.06
C 5.2006 -6.0380 -6.0209 0.35
Cl 4.0912 -5.0140 -6.9420 -0.09
Cl 6.7747 -6.0641 -6.8171 -0.10
Cl 4.5506 -7.6775 -5.9431 -0.10
Cl 2.1208 -6.5434 1.0260 -0.11
C 2.7721 -5.5024 2.2986 0.37
Cl 1.4422 -4.8539 3.2587 -0.09
Cl 3.8435 -6.4487 3.3337 -0.10
Cl 3.6767 -4.1737 1.5720 -0.08
Cl 3.5577 5.5384 7.4840 -0.02
C 4.8605 6.6770 7.8151 0.32
Cl 4.4886 8.2231 7.0400 -0.11
Cl 5.0205 6.9178 9.5561 -0.10
Cl 6.3752 6.0460 7.1652 -0.10
Cl -10.6865 1.3655 -0.5781 -0.10
C -9.4103 1.1446 -1.7785 0.30
Cl -8.8666 -0.5359 -1.7554 -0.11
Cl -10.0378 1.5368 -3.3819 -0.11
Cl -8.0520 2.2051 -1.3993 0.01
Cl -1.1131 -3.7580 -6.6571 -0.10
C -1.4244 -5.3073 -5.8689 0.33
Cl -2.5645 -6.2446 -6.8405 -0.11
Cl 0.0872 -6.2048 -5.7157 -0.06
Cl -2.1074 -5.0225 -4.2679 -0.09
C -0.6934 0.4399 2.9872 -1.17
C -0.8127 1.1820 1.6729 0.42
O -1.8665 0.6145 0.8919 -0.05
P -1.5908 -0.5343 -0.2522 -0.05
O 0.0261 -0.6333 -0.4368 -0.20
H -1.6843 0.4244 3.4411 0.30
H -0.0050 0.9295 3.6705 0.29
H -0.4051 -0.5940 2.7973 0.29
H 0.1371 1.2528 1.1474 0.01
H -1.1146 2.2099 1.8845 0.15
H -1.9236 0.1881 -1.4450 -0.02
H 0.4243 0.1419 -0.8680 0.16
```

[3]
# C2H7ClN2O2P

A 2-piece molecular cluster, C2H7ClN2O2P overall (the ωB97M-V functional and the def2-TZVPD basis, the OMol25 dataset).

Computed properties:
total energy = -1142.00315 Ha
relative energy (zero: lowest compared OMol25 entry of this formula, charge and spin) = 129.0 kJ/mol
gap between HOMO and LUMO = 8.217 eV
LUMO = 3.80 eV
net charge = -1

```
15
Properties=species:S:1:pos:R:3:mulliken_charge:R:1
C -1.2667 0.0834 -1.1551 -0.46
C 0.7263 1.3751 -0.5087 -0.97
N 0.7941 -0.0958 -2.2928 -1.09
N 0.0218 0.4019 -1.4105 0.72
O 1.2653 -0.1552 2.1973 -0.70
O -0.0440 -2.1070 1.0188 -0.64
P 0.0267 -0.9859 2.0332 0.79
Cl -0.2325 -1.8263 3.9237 -0.38
H -0.9827 -0.0855 1.9725 -0.05
H -1.8170 0.4291 -0.3083 0.27
H -1.6658 -0.6250 -1.8378 0.25
H 1.3901 1.9463 -1.1564 0.30
H 0.0295 1.9530 -0.0463 0.37
H 1.1778 0.7241 0.1817 0.37
H 0.5772 -1.0323 -2.6114 0.20
```

[4]
# C21H19BrMoN8

C21H19BrMoN8 as an isolated structure (the ωB97M-V functional and the def2-TZVPD basis, the OMol25 dataset).

Computed properties:
multiplicity = 3
expectation value of S² = 2.05
total energy = -3890.45122 Ha
relative energy (zero: lowest compared OMol25 entry of this formula, charge and spin) = 0.0 kJ/mol
gap between HOMO and LUMO (alpha / beta) = 5.361 / 6.292 eV
LUMO (alpha / beta) = -15.23 / -14.35 eV
net charge = +4

```
50
Properties=species:S:1:pos:R:3:mulliken_charge:R:1
Mo -0.0312 -0.3920 -0.3330 0.25
N 3.0334 0.9326 -0.4062 -0.24
C 2.1028 1.8221 -0.0685 0.51
N 2.4584 3.0526 0.1330 -0.61
C 1.5186 3.9509 0.4695 0.29
N 1.8537 5.1887 0.6654 -0.20
N 0.1763 3.6289 0.6294 -0.53
C -0.1426 2.4214 0.4163 -0.03
N 0.7513 1.3946 0.0272 0.54
C -1.5408 1.9685 0.5379 0.95
C -2.5783 2.7674 0.9398 -0.60
C -3.8604 2.2167 1.0018 -0.47
C -4.0521 0.8871 0.6519 -0.84
C -2.9667 0.1312 0.2535 0.04
N -1.7306 0.6663 0.2018 0.49
H 3.9885 1.2655 -0.4751 0.32
H 2.8970 -0.0629 -0.4448 0.09
H 2.8208 5.4787 0.5677 0.30
H 1.1604 5.8795 0.9269 0.29
H -2.3853 3.8009 1.1955 0.60
H -4.6987 2.8250 1.3186 0.51
H -5.0333 0.4325 0.6812 0.47
H -3.0781 -0.9065 -0.0316 0.46
C -0.0078 1.4329 -5.7250 -1.45
C -0.2413 0.3438 -4.7229 0.21
C -0.6006 -0.9515 -5.1214 -0.16
C -0.8150 -1.9670 -4.1900 -0.65
C -0.6563 -1.6207 -2.8824 0.69
Br -0.8569 -2.8235 -1.4062 0.02
N -0.3178 -0.4049 -2.4416 -0.23
C -0.1114 0.5724 -3.3652 -0.19
H -0.8428 1.4908 -6.4243 0.41
H 0.8826 1.2140 -6.3178 0.37
H 0.1232 2.4068 -5.2580 0.39
H -0.7152 -1.1727 -6.1775 0.54
H -1.0964 -2.9699 -4.4843 0.49
H 0.1438 1.5543 -2.9890 0.45
N 0.3189 -1.3648 1.3059 -0.53
C 0.5792 -2.0968 2.2047 0.50
C 0.8765 -2.9121 3.2520 0.67
C 2.1495 -3.5727 3.2768 -0.34
C 2.4319 -4.4152 4.3132 -0.76
C 1.4829 -4.6157 5.3288 -0.20
C 0.2351 -3.9705 5.3150 -0.77
C -0.0848 -3.1272 4.2903 -0.31
H 2.8687 -3.4032 2.4862 0.43
H 3.3843 -4.9263 4.3512 0.46
H 1.7193 -5.2868 6.1464 0.45
H -0.4722 -4.1422 6.1149 0.46
H -1.0409 -2.6209 4.2621 0.46
```

[5]
# C23H68N6O11

A 11-piece molecular cluster, C23H68N6O11 overall (the ωB97M-V functional and the def2-TZVPD basis, the OMol25 dataset).

Computed properties:
total energy = -2072.98871 Ha
relative energy (zero: lowest compared OMol25 entry of this formula, charge and spin) = 1054.4 kJ/mol
gap between HOMO and LUMO = 9.453 eV
LUMO = 0.19 eV

```
108
Properties=species:S:1:pos:R:3:mulliken_charge:R:1
N -1.3629 0.1941 -4.6546 -0.15
C -1.0963 -1.0796 -4.6390 0.60
N -0.2807 -1.4299 -5.5997 -0.52
O -1.6784 -1.9679 -3.7332 -0.67
H -1.9894 0.5698 -3.9460 0.14
H -0.8982 0.9077 -5.2552 0.21
H 0.0321 -2.4311 -5.7910 0.37
H 0.0302 -0.7355 -6.2951 0.15
N -0.6194 1.3118 4.1738 -0.03
C -0.1050 2.4691 3.9432 0.26
N 0.6880 2.4659 2.8952 0.06
O -0.2660 3.6031 4.6087 -0.81
H -1.2999 1.2358 4.9166 0.27
H -0.8040 0.7510 3.3333 0.35
H 1.1909 3.3672 2.7860 0.14
H 1.0136 1.5463 2.5211 -0.10
N 1.3862 -2.3731 5.9486 -0.40
C 0.7113 -1.5968 5.1336 0.43
N 1.2411 -0.4900 4.9110 -0.51
O -0.5090 -1.9276 4.5984 -0.75
H 0.9516 -3.2688 5.9912 0.32
H 2.3308 -2.1940 6.3524 0.20
H 0.5553 0.1638 4.5486 0.28
H 2.1290 -0.2104 5.2972 0.24
C 2.4857 -2.2881 2.3719 -1.48
C 2.8293 -0.8621 1.8720 0.24
C 2.4162 -0.5493 0.4133 -1.25
O 2.3034 0.0786 2.4819 -0.55
H 1.4016 -2.5411 2.4625 0.23
H 2.8728 -2.4036 3.3997 0.47
H 2.9113 -3.0107 1.6962 0.59
H 3.8838 -0.6068 2.0202 0.35
H 2.5678 0.5273 0.2332 0.30
H 1.4087 -0.8358 0.1516 0.13
H 3.1066 -1.0405 -0.2277 0.86
H 2.0936 -0.2842 3.3684 0.30
C -1.2568 -0.1664 -0.5313 2.11
C -1.4700 -0.6782 0.8956 0.29
C -1.2758 -2.1772 1.0645 -1.00
O -0.7962 -0.1184 1.7846 0.56
H -1.3257 0.9217 -0.5701 -1.67
H -2.0125 -0.6405 -1.1584 0.81
H -0.3371 -0.3754 -0.9680 -1.28
H -2.5671 -0.5813 1.1764 0.42
H -1.9161 -2.7588 0.4176 0.82
H -1.4211 -2.5684 2.0494 0.52
H -0.2028 -2.3763 0.8809 -0.59
H 0.1063 -0.3381 1.5854 -1.20
C -2.5311 4.8860 0.4919 -1.72
C -1.8299 3.8075 1.2694 0.92
C -2.7431 2.6239 1.3057 -0.49
O -0.7440 3.5074 0.7763 -0.13
H -2.9500 4.5604 -0.4396 0.24
H -1.9527 5.7587 0.3129 0.41
H -3.3403 5.3097 1.0999 0.45
H -1.7549 4.1705 2.2710 0.44
H -2.2208 1.9590 1.9458 -0.12
H -2.8478 2.0884 0.3539 -0.04
H -3.7402 2.8010 1.7626 0.51
H -0.3614 2.7664 1.2701 -0.26
C -2.3210 2.6883 -2.5720 -0.47
C -1.6321 3.4267 -3.6670 0.92
C -2.6030 3.5606 -4.8112 -1.62
O -1.1746 4.5361 -3.3558 -0.57
H -2.3517 1.6547 -2.8364 -0.05
H -3.3576 3.0083 -2.3819 0.62
H -1.6980 2.8121 -1.6426 -0.35
H -0.7496 2.7957 -3.9307 -0.11
H -3.5419 4.0756 -4.5169 0.39
H -2.9180 2.6360 -5.2535 0.35
H -2.0316 4.0586 -5.6122 0.40
H -1.8389 5.0964 -2.9871 0.40
C 0.9698 -4.5757 0.0045 -0.55
C 0.5438 -5.3775 -1.2220 0.29
C -0.3531 -4.5963 -2.1588 -1.20
O 1.4046 -5.9060 -1.9338 -0.49
H 0.1745 -4.3503 0.7530 -0.08
H 1.4241 -3.6410 -0.4011 0.07
H 1.7403 -5.0956 0.4979 0.63
H 0.0336 -6.3342 -0.8469 0.22
H 0.2386 -3.9371 -2.7360 0.27
H -0.9912 -4.0110 -1.5286 0.16
H -0.9531 -5.2384 -2.7871 0.46
H 1.9317 -6.4537 -1.3293 0.41
C 1.1329 2.1723 -1.5896 1.40
C 1.3464 3.7086 -1.6287 0.65
C 2.5298 4.0643 -0.7170 -1.90
O 1.5743 4.0723 -2.7992 -0.70
H 1.9948 1.5773 -1.8983 0.89
H 0.3256 1.8085 -2.2428 -1.29
H 0.9571 1.8907 -0.5448 -1.02
H 0.4973 4.2200 -1.3444 0.35
H 3.4734 3.6591 -1.0152 0.48
H 2.4790 3.7702 0.2784 0.28
H 2.6408 5.1345 -0.7471 0.44
H 0.7054 4.0748 -3.1961 0.33
C 0.1262 -5.1496 3.4468 -0.69
O 0.7623 -4.8012 4.6758 -0.50
H 0.0330 -4.2640 2.8063 0.07
H -0.8662 -5.5144 3.6171 0.39
H 0.7026 -5.9397 2.8964 0.28
H 1.7225 -4.9599 4.5168 0.32
C 1.2870 -1.2227 -2.7807 -0.04
O 1.8520 -1.7978 -3.8967 -0.71
H 0.5385 -1.8422 -2.2796 0.01
H 0.8392 -0.2117 -2.9908 0.14
H 2.0973 -1.0089 -2.0913 -0.07
H 1.1627 -1.7190 -4.5545 0.49
```

[6]
# C3H7NO

An isolated molecule of C3H7NO (the ωB97M-V functional and the def2-TZVPD basis, the OMol25 dataset).

Computed properties:
total energy = -248.51809 Ha
relative energy (zero: lowest compared OMol25 entry of this formula, charge and spin) = 22.1 kJ/mol
gap between HOMO and LUMO = 10.659 eV
LUMO = 0.88 eV

```
12
Properties=species:S:1:pos:R:3:mulliken_charge:R:1
C -1.1475 -1.4173 0.5507 -1.03
C 0.1193 -0.9977 -0.2317 -0.43
C 0.3257 0.4891 -0.2798 0.50
N 0.6136 1.1209 0.8989 -0.40
O 0.2104 1.0856 -1.3301 -0.60
H -1.3424 -2.4733 0.4207 0.34
H -1.0041 -1.0551 1.5677 0.29
H -1.9968 -0.8560 0.1609 0.29
H 0.1134 -1.4027 -1.2430 0.29
H 0.9633 -1.5526 0.2045 0.29
H 0.9424 0.6895 1.7599 0.22
H 0.8511 2.0957 0.7320 0.25
```

no.,largest force on an atom (eV/Å)
1,0.9
2,1.2
3,3.6
4,0.8
5,11.5
6,1.6